--- w ---
{
  "formula": "C6H14O2",
  "method": "wB97M-V/def2-TZVPD",
  "homo_lumo_gap_ev": 10.4,
  "smiles": "CCC(C)=O.CCO",
  "e_homo_ev": -9.52,
  "species": ["C", "C", "O", "H", "H", "H", "H", "H", "H", "C", "C", "C", "C", "O", "H", "H", "H", "H", "H", "H", "H", "H"],
  "xyz": [[-0.753, 2.020, 0.065], [-2.247, 1.790, 0.052], [-0.283, 2.491, -1.185], [-0.561, 3.416, -1.296], [-0.467, 2.730, 0.847], [-0.170, 1.083, 0.292], [-2.548, 1.200, -0.820], [-2.563, 1.267, 0.959], [-2.783, 2.743, -0.007], [1.464, -0.795, 0.622], [-0.252, -1.403, -1.247], [2.247, -2.053, 0.925], [0.004, -1.152, 0.216], [-0.826, -1.455, 1.071], [1.932, -0.220, -0.183], [1.423, -0.154, 1.510], [0.633, -1.186, -1.849], [-0.538, -2.447, -1.395], [-1.059, -0.744, -1.579], [1.711, -2.690, 1.636], [2.413, -2.638, 0.015], [3.223, -1.802, 1.351]]
}

--- x ---
{
  "formula": "C6H14O2",
  "method": "wB97M-V/def2-TZVPD",
  "homo_lumo_gap_ev": 9.1,
  "smiles": "C/C=C/C=C/C.O.O",
  "e_homo_ev": -8.42,
  "species": ["C", "C", "C", "C", "C", "C", "H", "H", "H", "H", "H", "H", "H", "H", "H", "H", "H", "H", "O", "H", "H", "O"],
  "xyz": [[-2.346, 1.112, -1.509], [-2.043, 0.288, -0.299], [-0.847, 0.012, 0.116], [-0.387, -0.745, 1.351], [0.543, -1.654, 1.432], [1.074, -2.156, 2.645], [-3.278, 1.210, -1.877], [-1.717, 0.501, -2.214], [-2.324, 2.087, -1.151], [-2.932, -0.166, 0.161], [-0.023, 0.397, -0.328], [-1.104, -0.558, 2.106], [1.077, -1.975, 0.565], [0.786, -3.162, 2.984], [2.099, -2.301, 2.641], [0.959, -1.543, 3.489], [2.363, -1.011, -2.896], [0.857, -0.509, -2.816], [1.765, -0.611, -2.288], [2.023, 4.332, -0.624], [2.022, 2.865, -0.720], [1.435, 3.589, -0.766]]
}

The least stable of them is x.

--- w ---
{
  "formula": "C4H4O3S",
  "method": "wB97M-V/def2-TZVPD",
  "homo_lumo_gap_ev": 8.5,
  "smiles": "O=C(O)[C@@H]1O[C@H]1C=S",
  "e_homo_ev": -9.54,
  "species": ["C", "C", "C", "C", "H", "H", "H", "H", "O", "O", "O", "S"],
  "xyz": [[-1.513, -0.049, 1.066], [-0.130, 0.306, 0.639], [0.459, -0.215, -0.637], [1.928, -0.324, -0.725], [-2.062, 0.908, -0.389], [0.533, 0.563, 1.457], [-0.132, -0.930, -1.255], [2.478, 0.458, -0.189], [-2.494, 0.304, 0.257], [-1.687, -0.771, 2.019], [-0.046, 1.105, -0.552], [2.668, -1.355, -1.691]]
}

--- x ---
{
  "formula": "C4H4O3S",
  "method": "wB97M-V/def2-TZVPD",
  "homo_lumo_gap_ev": 9.2,
  "smiles": "O=C1CC[C@]2(OS2)O1",
  "e_homo_ev": -9.75,
  "species": ["C", "C", "C", "C", "O", "O", "O", "S", "H", "H", "H", "H"],
  "xyz": [[-1.045, 0.716, -0.889], [-0.562, 0.808, 0.525], [0.755, 0.190, 0.629], [0.649, -0.892, -0.365], [-1.803, 1.404, -1.496], [-0.417, -0.357, -1.462], [1.603, -1.661, -0.847], [0.382, -2.631, -0.062], [-0.769, 1.790, 0.967], [-1.212, 0.001, 1.021], [1.436, 0.920, 0.460], [0.984, -0.291, 1.518]]
}

The least stable of them is x.

--- w ---
{
  "formula": "CH3NOP2",
  "method": "wB97M-V/def2-TZVPD",
  "homo_lumo_gap_ev": 7.5,
  "e_homo_ev": -8.41,
  "species": ["C", "N", "O", "P", "P", "H", "H", "H"],
  "xyz": [[2.805, 1.551, -1.122], [0.415, 0.247, 0.078], [3.462, 1.105, -2.012], [1.860, 0.478, 0.515], [-0.789, -0.254, 1.186], [2.571, 2.700, -1.087], [-0.940, 1.069, 1.606], [-1.956, 0.042, 0.403]]
}

--- x ---
{
  "formula": "CH3NOP2",
  "method": "wB97M-V/def2-TZVPD",
  "homo_lumo_gap_ev": 7.5,
  "smiles": "O=C/P=N/P",
  "e_homo_ev": -9.08,
  "species": ["C", "N", "O", "P", "P", "H", "H", "H"],
  "xyz": [[1.893, 0.550, -0.073], [-0.377, -0.310, 0.012], [3.074, 0.675, -0.123], [0.967, -0.853, -0.771], [-1.888, -0.996, 0.342], [1.342, 1.374, 0.492], [-2.437, 0.169, 1.062], [-2.575, -0.610, -0.940]]
}

--- y ---
{
  "formula": "CH3NOP2",
  "method": "wB97M-V/def2-TZVPD",
  "homo_lumo_gap_ev": [5.8, 5.8],
  "e_homo_ev": [-6.82, -6.82],
  "species": ["C", "N", "O", "P", "P", "H", "H", "H"],
  "xyz": [[-0.398, -1.645, -0.857], [-0.522, 1.561, 0.124], [-0.685, -1.730, 0.287], [-1.210, 1.469, -1.232], [0.366, 0.832, 1.245], [0.080, -2.450, -1.397], [1.083, 0.059, 0.433], [1.286, 1.905, 1.398]]
}

The least stable of them is y.